[1]
Density functional theory data (the ωB97M-V functional and the def2-TZVPD basis) for a 2-piece molecular cluster, C2H8OS overall at a distorted geometry.

Atoms and positions in Å:
S1 -0.33410 -0.56187 -2.09548
O1 0.86260 1.59810 2.36520
C1 -1.24590 0.46098 -0.92727
C2 0.53147 -1.60510 -0.94567
H1 -2.07888 0.87923 -1.47953
H2 -0.17413 -2.21978 -0.38993
H3 1.81289 1.60999 2.50680
H4 1.22991 -2.27781 -1.45336
H5 1.12516 -1.19255 -0.12008
H6 -1.47697 -0.12063 -0.04768
H7 -0.72991 1.32030 -0.49548
H8 0.47784 2.10914 3.08248

Forces on atoms 1 to 6 (eV/Å):
S 0.4 0.5 0.0
O -0.1 -0.1 -0.1
C 0.4 0.6 0.1
C 0.6 -1.1 1.1
H -0.5 -0.3 0.2
H -0.3 -0.3 -0.3

Largest force on an atom = 1.6 eV/A
Frontier orbital gap = 9.01 eV
SMILES = CSC.O
HOMO level = -8.27 eV

---

[2]
Density functional theory data (the ωB97M-V functional and the def2-TZVPD basis) for a 2-piece molecular cluster, C2H8OS2 overall at a distorted geometry.

Atoms and positions in Å:
S1 -1.19170 -2.19424 -0.58812
S2 -0.28662 -0.34016 -0.50112
O1 0.41695 2.51480 0.89552
C1 1.37171 -0.71881 -1.09518
C2 0.82913 3.03218 2.12373
H1 -0.38661 2.94593 0.60073
H2 2.01092 0.15468 -1.08143
H3 1.78183 -1.45615 -0.40455
H4 1.50795 3.88186 1.97289
H5 0.09321 3.31473 2.83878
H6 -0.70997 -2.79900 0.51321
H7 1.45744 2.32159 2.66675
H8 1.39865 -1.16812 -2.08204

Forces on atoms 1 to 6 (eV/Å):
S 0.0 0.1 -0.3
S -0.2 -0.2 0.1
O -0.3 -0.5 -0.2
C 0.3 -0.8 0.3
C 2.0 0.4 0.3
H -0.1 0.1 0.0

Largest force on an atom = 2.0 eV/A
Frontier orbital gap = 9.52 eV
SMILES = CSS.CO
HOMO level = -8.79 eV

---

[3]
Density functional theory data (the ωB97M-V functional and the def2-TZVPD basis) for a 2-piece molecular cluster, C2H8OS2 overall at a distorted geometry.

Atoms and positions in Å:
S1 1.45918 -1.13259 0.49252
S2 1.27664 -0.05361 -1.16811
O1 -2.08284 -1.13078 -0.89504
C1 0.98293 1.73294 -0.95045
C2 0.21951 -1.05096 1.69867
H1 -0.35432 -1.97368 1.55682
H2 -1.48614 -0.38627 -0.89281
H3 -0.01120 1.88641 -0.53185
H4 0.53321 -1.00169 2.74293
H5 1.71724 2.13033 -0.25285
H6 -2.75357 -0.95655 -1.53799
H7 -0.55617 -0.28087 1.65890
H8 1.05553 2.21732 -1.92076

Forces on atoms 1 to 6 (eV/Å):
S 1.1 -0.1 -0.7
S 0.3 0.2 -0.2
O 0.7 -0.6 0.9
C -0.6 -0.2 1.1
C -2.4 0.4 1.1
H 0.2 -0.1 0.0

Largest force on an atom = 2.7 eV/A
Frontier orbital gap (alpha / beta) = 10.34 / 7.26 eV
2S+1 = 2
Net charge = +1
HOMO level (alpha / beta) = -14.84 / -15.26 eV

---

[4]
Density functional theory data (the ωB97M-V functional and the def2-TZVPD basis) for C2H8OS4Si as an isolated structure at a distorted geometry.

Atoms and positions in Å:
S1 -3.47324 0.06220 -1.76911
S2 -2.73230 0.93057 1.31727
S3 -4.07567 -0.07521 0.20542
S4 -4.31073 1.76027 -2.56722
Si1 -0.86415 -1.09558 1.86353
O1 0.61648 -0.56402 1.65132
C1 0.74937 -0.11315 -0.74107
C2 1.37102 0.04776 0.63315
H1 -1.41355 -1.99901 0.87050
H2 1.45880 1.10810 0.89140
H3 0.66934 -1.16569 -1.00008
H4 1.36363 0.38454 -1.48558
H5 -3.38542 2.63625 -2.15247
H6 -0.99152 -1.23875 3.29166
H7 2.36693 -0.40670 0.66636
H8 -0.24452 0.32766 -0.75140

Forces on atoms 1 to 6 (eV/Å):
S 0.0 -0.1 0.1
S 1.9 -1.3 0.7
S -0.2 -0.3 -0.5
S -0.1 0.0 0.1
Si -1.9 2.4 -0.6
O 0.3 -0.2 0.4

Largest force on an atom = 3.2 eV/A
Frontier orbital gap = 8.25 eV
HOMO level = -8.20 eV

---

[5]
Density functional theory data (the ωB97M-V functional and the def2-TZVPD basis) for a 2-piece molecular cluster, C2H8OSSi overall at a distorted geometry.

Atoms and positions in Å:
S1 1.68393 0.42241 -0.27835
Si1 2.88939 -1.25778 0.65726
O1 0.48034 -0.05965 -1.00838
C1 -2.99114 1.16079 -0.25892
C2 -2.22852 0.31027 -0.90244
H1 1.28866 0.75772 0.95816
H2 1.98233 -1.76044 1.59312
H3 -2.71600 -0.21954 -1.66596
H4 3.85083 -0.50056 1.35739
H5 3.72780 -2.19708 -0.02894
H6 -2.66532 1.72145 0.60797
H7 -4.07577 1.41781 -0.43743
H8 -1.22653 0.20458 -0.59349

Forces on atoms 1 to 6 (eV/Å):
S 1.9 1.5 1.2
Si 0.1 -0.5 -1.8
O 0.1 -1.4 -0.9
C -2.0 1.4 1.0
C -1.3 0.8 0.8
H -0.8 0.7 0.1

Largest force on an atom = 2.7 eV/A
Frontier orbital gap (alpha / beta) = 5.62 / 6.83 eV
2S+1 = 3
HOMO level (alpha / beta) = -5.16 / -9.84 eV

---

[6]
Density functional theory data (the ωB97M-V functional and the def2-TZVPD basis) for a 2-piece molecular cluster, C2H8S overall.

Atoms and positions in Å:
S1 1.37070 -5.96000 -1.49621
C1 -0.17008 2.58666 0.19820
C2 -0.75515 1.72969 1.35222
H1 0.24568 -5.37471 -2.00253
H2 -1.13932 2.32376 2.18196
H3 0.00341 1.06968 1.75760
H4 -0.69577 2.38162 -0.73555
H5 0.89074 2.40415 0.06397
H6 2.08591 -5.96632 -2.67827
H7 -1.57994 1.14813 0.93693
H8 -0.25618 3.65735 0.42169

Forces on atoms 1 to 6 (eV/Å):
S 0.1 -0.1 0.0
C -0.2 0.3 0.6
C 0.0 0.3 -0.6
H 0.2 0.0 -0.1
H 0.0 0.1 -0.1
H 0.0 -0.3 0.0

Largest force on an atom = 0.7 eV/A
Frontier orbital gap (alpha / beta) = 2.00 / 8.23 eV
2S+1 = 2
Net charge = -1
HOMO level (alpha / beta) = 1.23 / -5.04 eV

---

[7]
Density functional theory data (the ωB97M-V functional and the def2-TZVPD basis) for a 2-piece molecular cluster, C2H8S2 overall at a distorted geometry.

Atoms and positions in Å:
S1 0.95969 0.65441 0.77441
S2 -2.79037 1.28807 0.18088
C1 0.04402 -0.95914 0.92760
C2 1.46878 0.35208 -0.96082
H1 0.88767 -1.66115 1.18350
H2 2.38762 -0.26340 -1.06109
H3 1.79247 1.38596 -1.35382
H4 0.57901 -0.11282 -1.53435
H5 -1.55304 1.07066 0.75807
H6 -0.70396 -0.84492 1.75239
H7 -0.46074 -1.16729 -0.01849
H8 -2.61114 0.25752 -0.64827

Forces on atoms 1 to 6 (eV/Å):
S -0.5 -0.9 -0.8
S 0.8 -0.1 0.5
C 1.2 0.5 1.2
C 0.0 1.2 -0.8
H -1.5 0.2 -0.3
H -0.8 0.0 0.3

Largest force on an atom = 2.0 eV/A
Frontier orbital gap = 9.63 eV
SMILES = CSC.S
HOMO level = -8.77 eV

---

[8]
Density functional theory data (the ωB97M-V functional and the def2-TZVPD basis) for a 2-piece molecular cluster, C2H8S2 overall at a distorted geometry.

Atoms and positions in Å:
S1 1.40482 -1.65146 -0.01943
S2 -1.13565 1.68754 -0.71051
C1 1.42487 -0.39580 1.32053
C2 -2.12098 0.36389 0.05871
H1 2.39758 -0.59566 1.74745
H2 0.69998 -0.70129 2.06158
H3 -3.14740 0.74318 0.10474
H4 -1.77386 0.09882 1.09058
H5 -0.14942 0.96145 -1.27429
H6 -2.15372 -0.52557 -0.57883
H7 1.36585 0.65459 1.06127
H8 2.46952 -1.10527 -0.62754

Forces on atoms 1 to 6 (eV/Å):
S -0.3 0.8 -0.2
S 0.0 0.0 0.0
C 0.9 -1.0 0.1
C 0.1 -0.3 0.4
H 0.2 0.4 0.5
H -0.3 0.2 0.0

Largest force on an atom = 1.3 eV/A
Frontier orbital gap = 9.81 eV
SMILES = CS.CS
HOMO level = -9.04 eV

---

Looking at ΔE to the lowest compared entry with this formula, charge and spin for the records above, in order, we have 43.1, 88.0, 55.7, 0.0, 414.9, 10.9, 59.4, 42.4 kJ/mol.